[1]
53
Properties=species:S:1:pos:R:3 method="wB97M-V/def2-TZVPD" total_charge=0 gap_ev=8.2503 total_energy_ha=-1169.05497 e_above_lowest_kj_mol=396.2
C 0.2287 0.3324 3.5344
C 1.4544 1.1168 3.1518
C 2.6771 0.3375 2.5814
C 3.0771 0.5674 1.1175
C 4.2481 1.1045 0.7772
N 2.1085 0.0378 0.2465
H -0.1715 -0.2393 2.6389
H -0.6440 0.8565 3.9685
H 0.4617 -0.5139 4.2152
H 1.1492 1.7348 2.3445
H 1.8782 1.8248 3.8742
H 3.5565 0.5541 3.2385
H 2.6046 -0.7343 2.7325
H 4.9638 1.1479 1.5935
H 4.7601 1.3791 -0.1086
H 1.6322 -0.8133 0.4241
H 2.2879 0.0989 -0.7409
H -2.2079 1.1277 1.8668
H -2.1745 0.7783 0.3193
O -2.6111 0.5949 1.1532
H -3.1388 -1.0961 -3.9271
H -2.2648 -2.3698 -3.5741
O -3.1354 -2.0418 -3.7961
H 1.4393 -0.2295 -3.3054
H -0.0877 -0.7780 -2.8478
O 0.6696 -0.2207 -2.7370
H 2.8093 0.8491 -3.2050
H 2.8652 1.0438 -4.7378
O 2.8777 0.3800 -4.0482
H -2.3437 4.5370 -1.8477
H -1.3852 3.3348 -1.4293
O -2.0426 3.9627 -1.1616
H -0.2490 -2.4682 0.9000
H -0.1108 -2.5185 -0.6365
O -0.0148 -1.9387 0.1261
H -0.7357 -4.4935 -2.3734
H -1.6373 -4.3718 -1.1844
O -1.4510 -3.9345 -2.0130
H 0.1876 4.0930 2.4538
H -1.2140 3.9382 1.8103
O -0.8111 4.3812 2.5662
H -1.6658 1.3968 -3.4443
H -1.3851 0.9008 -2.1198
O -2.0242 0.7263 -2.8286
H 1.1411 2.5643 0.5915
H 0.3762 1.7586 -0.2057
O 0.5341 2.7529 -0.1585
H -4.1495 -2.5794 0.5256
H -3.0747 -3.0442 -0.4938
O -3.6443 -3.3565 0.2507
H -1.8131 -4.8019 1.7517
H -2.3119 -3.6086 0.9321
O -1.4886 -4.0603 1.2386


[2]
19
Properties=species:S:1:pos:R:3 method="wB97M-V/def2-TZVPD" total_charge=0 gap_ev=9.5318 total_energy_ha=-419.28725 e_above_lowest_kj_mol=260.6
C -0.0283 -0.2432 0.9285
C 1.3238 0.5165 1.1149
C 1.2315 -0.2433 -1.0699
C 0.1046 -1.0497 -0.4235
C -1.2565 0.6434 -1.0542
C -0.3506 1.0473 0.0682
H -1.6959 -0.8178 1.6554
H 2.1950 -0.1769 1.1388
H 1.3349 1.3571 1.7674
H 2.2100 -0.7148 -0.9240
H 1.0584 -0.1318 -2.1686
H 0.3072 -2.1669 -0.4428
H -1.2177 -1.2345 -2.0379
H -0.9148 1.2080 -1.9335
H -2.2867 1.0265 -0.8396
H -0.4899 2.0305 0.3552
N 1.1666 1.0147 -0.3074
N -1.2249 -0.8253 -1.0722
O -0.7800 -0.7165 1.9629


[3]
71
Properties=species:S:1:pos:R:3 method="wB97M-V/def2-TZVPD" multiplicity=5 total_charge=0 gap_ev="8.9089 / 6.2943" total_energy_ha=-7065.44247 e_above_lowest_kj_mol=0.0
Rh -1.0331 -1.4131 2.1957
O -1.5771 0.2178 5.9520
C -1.5114 -0.4913 4.9818
O -1.4383 -0.0969 3.7338
C -1.5677 -2.0102 5.1074
C -1.6984 -2.7576 6.2646
C -1.7828 -4.1402 6.1338
C -1.7546 -4.7449 4.8803
C -1.6195 -3.9229 3.7761
N -1.5230 -2.6173 3.9381
C -1.5994 -4.3357 2.3100
O -1.6792 -5.4912 1.9821
O -1.5241 -3.3048 1.4999
H -1.7351 -2.2652 7.2256
H -1.8807 -4.7547 7.0191
H -1.8352 -5.8149 4.7541
Br 2.9782 -3.9462 -3.5943
C 2.7119 -3.2693 -1.8458
C 3.7179 -2.5279 -1.2435
C 3.5008 -2.0037 0.0184
C 2.2918 -2.2157 0.6738
C 1.3119 -2.9956 0.0717
C 1.5151 -3.5214 -1.1968
C 2.0981 -1.5573 2.0173
O 2.9776 -0.8900 2.5148
O 0.9302 -1.7419 2.5830
H 4.6504 -2.3548 -1.7625
H 4.2564 -1.4063 0.5099
H 0.3832 -3.2161 0.5839
H 0.7509 -4.1222 -1.6703
C 2.3115 0.7161 -1.4110
C 1.4618 1.8744 -0.8701
C 2.0424 3.1793 -1.4419
C 1.6345 1.8808 0.6554
Si -0.3724 1.6990 -1.3863
Br -1.3068 0.1313 0.0895
C -1.4532 3.2337 -1.0035
C -2.9494 2.9082 -0.8700
C -1.0285 3.8773 0.3270
C -1.2807 4.2735 -2.1253
C -0.6797 0.8801 -3.0920
C 0.1265 1.6297 -4.1684
C -2.1625 0.9405 -3.4856
C -0.2758 -0.6046 -3.1177
H 3.3280 0.8244 -1.0254
H 2.3755 0.7094 -2.4988
H 1.9429 -0.2534 -1.0768
H 3.1084 3.2206 -1.2002
H 1.5796 4.0673 -1.0141
H 1.9533 3.2353 -2.5290
H 2.6949 2.0125 0.8879
H 1.3280 0.9380 1.1020
H 1.0848 2.6812 1.1489
H -3.1459 2.2688 -0.0096
H -3.3693 2.4321 -1.7513
H -3.4912 3.8452 -0.7114
H -1.1084 3.1774 1.1614
H -1.6985 4.7156 0.5380
H -0.0139 4.2711 0.3030
H -1.6980 3.9321 -3.0734
H -0.2378 4.5472 -2.2893
H -1.8167 5.1848 -1.8447
H -0.1178 2.6915 -4.2105
H -0.1136 1.2009 -5.1457
H 1.2026 1.5318 -4.0292
H -2.5190 1.9594 -3.6301
H -2.7996 0.4485 -2.7478
H -2.2915 0.4128 -4.4350
H 0.7760 -0.7692 -2.9040
H -0.4735 -0.9995 -4.1183
H -0.8618 -1.1935 -2.4105


[4]
19
Properties=species:S:1:pos:R:3 method="wB97M-V/def2-TZVPD" total_charge=0 smiles="CCCCC=O.O" gap_ev=10.8023 total_energy_ha=-348.12367 e_above_lowest_kj_mol=213.0
C 0.2850 0.6984 1.1081
C 0.3492 -0.6799 0.2133
C 0.9873 -0.4900 -1.2143
C 0.3090 0.5564 -2.0827
C -1.0992 0.1756 -2.5465
O -2.1289 0.7043 -2.1650
H 1.2407 1.3654 0.8664
H -0.5632 1.3194 0.8523
H 0.1198 0.5944 2.1895
H -0.8124 -0.8457 0.1198
H 0.9233 -1.3462 0.8159
H 0.9636 -1.4954 -1.6738
H 2.0553 -0.3196 -0.9739
H 1.0382 0.7717 -3.0221
H 0.2502 1.5549 -1.5916
H -1.1765 -0.7355 -3.3852
O -0.7259 -0.9173 4.1976
H -0.7098 -0.3823 3.4058
H -1.3057 -0.5288 4.8866


[5]
57
Properties=species:S:1:pos:R:3 method="wB97M-V/def2-TZVPD" total_charge=0 smiles="O=C1c2ccccc2C(=O)c2ccccc21.O=C1c2ccccc2C(=O)c2ccccc21.CPN" gap_ev=8.0379 total_energy_ha=-1815.41968
O -0.5100 -3.2698 -3.3316
C -0.0174 -2.5205 -2.5153
C 1.1686 -1.6818 -2.8527
C 1.6932 -1.7448 -4.1372
C 2.7821 -0.9617 -4.4782
C 3.3496 -0.1059 -3.5412
C 2.8356 -0.0435 -2.2573
C 1.7459 -0.8320 -1.9063
C 1.2198 -0.7622 -0.5163
O 1.7437 -0.0615 0.3256
C 0.0154 -1.5762 -0.1856
C -0.5231 -1.4913 1.0932
C -1.6553 -2.2198 1.4154
C -2.2542 -3.0368 0.4624
C -1.7181 -3.1301 -0.8108
C -0.5815 -2.4016 -1.1396
H 1.2409 -2.4092 -4.8609
H 3.1773 -1.0036 -5.4816
H 4.1977 0.5086 -3.8133
H 3.2702 0.6117 -1.5148
H -0.0504 -0.8470 1.8221
H -2.0750 -2.1498 2.4105
H -3.1425 -3.6010 0.7151
H -2.1720 -3.7619 -1.5619
O -1.9909 1.4549 6.2492
C -2.2078 2.1799 5.3014
C -1.2487 2.2747 4.1648
C -0.0959 1.4972 4.1895
C 0.7944 1.5473 3.1308
C 0.5394 2.3742 2.0417
C -0.6005 3.1586 2.0163
C -1.4972 3.1151 3.0781
C -2.7115 3.9783 3.0335
O -2.9067 4.7427 2.1129
C -3.6827 3.8678 4.1610
C -4.8400 4.6363 4.1298
C -5.7648 4.5343 5.1548
C -5.5385 3.6640 6.2159
C -4.3834 2.9021 6.2560
C -3.4503 3.0027 5.2311
H 0.0861 0.8565 5.0417
H 1.6875 0.9364 3.1415
H 1.2307 2.3922 1.2103
H -0.8126 3.8066 1.1769
H -5.0021 5.3062 3.2966
H -6.6663 5.1324 5.1283
H -6.2656 3.5822 7.0131
H -4.1909 2.2239 7.0759
C 6.1961 -4.2385 -6.9295
P 4.9268 -3.0630 -6.3056
N 3.4692 -3.6125 -7.0372
H 7.1738 -3.7597 -6.9929
H 6.2544 -5.0961 -6.2618
H 5.9424 -4.5939 -7.9322
H 5.2350 -1.9629 -7.1408
H 3.6147 -4.1349 -7.8951
H 2.9655 -4.2136 -6.3958


[6]
16
Properties=species:S:1:pos:R:3 method="wB97M-V/def2-TZVPD" total_charge=0 smiles="CC(C)=C[C@H](O)Br" gap_ev=10.1925 total_energy_ha=-2845.07667 e_above_lowest_kj_mol=77.8
C -1.8540 -0.4445 -1.1450
C -0.6777 -0.1808 -0.1932
C -0.9307 -0.7152 1.1413
C 0.4319 0.4203 -0.5479
C 1.8774 0.6620 0.4584
O 2.2673 1.9675 0.5447
Br 3.2227 -0.6678 -0.2618
H -2.1389 -1.5511 -1.1398
H -1.5147 -0.0655 -2.0183
H -2.8175 -0.0738 -0.6620
H -0.1562 -0.3336 1.7192
H -0.8541 -1.9125 1.0395
H -1.8929 -0.3348 1.3943
H 0.8304 0.4657 -1.5487
H 1.7543 0.4005 1.4702
H 2.4529 2.3636 -0.2509


[7]
79
Properties=species:S:1:pos:R:3 method="wB97M-V/def2-TZVPD" total_charge=0 gap_ev=7.6306 total_energy_ha=-2756.29521 e_above_lowest_kj_mol=0.0
Ir 0.6735 1.1275 0.8150
N -1.7257 1.2347 4.4529
C -1.0102 0.9928 3.3099
S -0.4512 2.3767 2.4255
N -0.8567 -0.2448 2.9547
N -0.1282 -0.4269 1.7867
C 0.0634 -1.6584 1.4606
C 0.8682 -2.1709 0.3841
C 0.9075 -3.5753 0.2601
C 1.6770 -4.2046 -0.6847
C 2.4614 -3.4190 -1.5394
C 2.4475 -2.0499 -1.4503
C 1.6373 -1.3766 -0.5039
O 1.6398 -0.0777 -0.5347
H -1.5695 2.1206 4.9013
H -1.8330 0.4422 5.0654
H -0.4158 -2.3811 2.1145
H 0.3077 -4.1632 0.9462
H 1.6887 -5.2829 -0.7591
H 3.0904 -3.8956 -2.2818
H 3.0569 -1.4375 -2.1030
C -3.3994 -1.2311 0.6388
Si -4.2375 0.4001 0.2651
C -4.1419 1.5433 1.7305
C -6.0313 0.0879 -0.1857
C -3.4273 1.2657 -1.1970
Te -1.2812 1.2565 -1.3092
C -1.2472 -0.7046 -2.1616
Si -0.7338 -0.7238 -3.9701
C -0.4606 -2.5095 -4.4609
C -2.1186 0.0309 -4.9812
C 0.8338 0.2664 -4.1970
H -3.8405 -1.6657 1.5395
H -2.3318 -1.0968 0.8223
H -3.5181 -1.9546 -0.1706
H -4.6005 1.0859 2.6100
H -4.6596 2.4845 1.5325
H -3.1062 1.7736 1.9820
H -6.5599 -0.3864 0.6444
H -6.1187 -0.5680 -1.0547
H -6.5478 1.0220 -0.4180
H -3.7231 2.3172 -1.2068
H -3.7145 0.8478 -2.1646
H -2.2633 -1.0824 -2.0340
H -0.5965 -1.3275 -1.5503
H -1.3686 -3.1017 -4.3265
H 0.3238 -2.9556 -3.8449
H -0.1585 -2.5921 -5.5073
H -3.0422 -0.5443 -4.8818
H -1.8582 0.0611 -6.0414
H -2.3197 1.0560 -4.6594
H 1.5943 -0.0104 -3.4624
H 0.6363 1.3327 -4.0744
H 1.2471 0.1161 -5.1975
C 2.8543 3.4103 -2.5052
C 4.1403 3.1103 -2.0642
C 4.3598 2.6048 -0.7947
C 3.2900 2.3847 0.0723
C 2.0048 2.7128 -0.3784
C 1.7801 3.2128 -1.6557
C 3.4248 1.7400 1.3739
C 2.3583 1.1322 1.9049
C 2.4058 0.4230 3.2047
C 2.1058 1.0761 4.3985
C 2.1152 0.3832 5.6008
C 2.4225 -0.9696 5.6262
C 2.7367 -1.6243 4.4429
C 2.7317 -0.9329 3.2410
H 2.6963 3.8045 -3.5004
H 4.9828 3.2691 -2.7259
H 5.3634 2.3533 -0.4746
H 1.1669 2.8891 0.3671
H 0.7766 3.4661 -1.9655
H 4.3900 1.7297 1.8703
H 1.8563 2.1288 4.3729
H 1.8833 0.9040 6.5218
H 2.4263 -1.5107 6.5638
H 2.9908 -2.6771 4.4570
H 2.9793 -1.4435 2.3185


[8]
12
Properties=species:S:1:pos:R:3 method="wB97M-V/def2-TZVPD" total_charge=-1 smiles=[O-]CCCS gap_ev=6.0734 total_energy_ha=-591.86903 e_above_lowest_kj_mol=260.6
O -1.9337 0.3941 -1.0216
C -1.4713 -0.7098 -0.3992
C 0.1561 -1.1911 -0.6030
C 1.1200 -0.7608 0.5755
S 0.9391 1.1580 0.7097
H -2.0097 -1.6608 -0.6925
H -1.5149 -0.7099 0.7563
H 0.3099 -2.2127 -0.6319
H 0.5874 -0.6949 -1.5888
H 2.2122 -0.7921 0.6222
H 0.5995 -1.0980 1.4436
H 1.4302 1.4578 -0.5307


[9]
14
Properties=species:S:1:pos:R:3 method="wB97M-V/def2-TZVPD" total_charge=+1 smiles="C=NC1=[NH+]OCC1" gap_ev=8.0207 total_energy_ha=-340.91707 e_above_lowest_kj_mol=575.4
C 2.2350 1.5729 -0.5546
N 1.2693 0.9539 -0.0422
C 0.2509 0.2349 0.1638
N 0.5251 -1.4609 0.3554
O -0.7157 -1.9584 0.4928
C -1.6392 -1.1127 -0.1735
C -1.2077 0.3663 0.2044
H 2.9275 1.2875 -1.4850
H 2.7489 2.3635 0.0469
H 1.1101 -1.7075 1.2838
H -2.6738 -1.3326 0.1153
H -1.5426 -0.9688 -1.3036
H -1.4924 0.5641 1.3506
H -1.7955 1.1977 -0.4543


[10]
18
Properties=species:S:1:pos:R:3 method="wB97M-V/def2-TZVPD" total_charge=+1 smiles="C=[NH+]C(=C)CCC=O" gap_ev=6.9405 total_energy_ha=-364.21449 e_above_lowest_kj_mol=348.5
C -2.3426 0.5474 1.4091
N -1.0047 0.5586 1.4602
C -0.1875 -0.4554 0.9088
C -0.1191 -1.7753 1.1647
C 0.8550 0.3573 -0.0921
C 0.4744 0.4421 -1.5524
C 1.8128 0.2171 -2.3891
O 2.4007 1.1912 -2.7854
H -3.2619 1.0740 2.0281
H -2.8679 -0.2602 0.9765
H -0.5276 1.4038 1.9195
H 0.6290 -2.4167 0.6607
H -0.7651 -2.3016 1.9042
H 1.0368 1.2398 0.5460
H 1.8409 -0.2065 0.0333
H -0.1054 -0.3915 -1.9707
H -0.0644 1.4932 -1.7700
H 2.1963 -0.7175 -2.4516


[11]
24
Properties=species:S:1:pos:R:3 method="wB97M-V/def2-TZVPD" total_charge=0 smiles="C=CCCC.O.O.O" gap_ev=10.7777 total_energy_ha=-425.79340 e_above_lowest_kj_mol=45.5
C 0.2004 -2.0049 0.9014
C 0.1384 -0.9840 0.0632
C 0.0793 0.4594 0.4284
C 1.0205 1.3804 -0.3526
C 0.7584 2.8279 -0.0093
H 0.3320 -1.8582 1.9632
H 0.0332 -3.0060 0.5325
H 0.0559 -1.1964 -1.0028
H -0.9374 0.8429 0.2946
H 0.2812 0.5842 1.4944
H 0.8568 1.1401 -1.4044
H 2.0591 1.0938 -0.1540
H 1.4571 3.5287 -0.4538
H -0.2520 3.1311 -0.2742
H 0.8703 2.9755 1.0671
O 3.1555 -1.0029 -1.1135
H 3.8049 -1.7115 -1.0745
H 2.5246 -1.1869 -0.4082
O -2.9222 -1.2938 1.6418
H -3.1269 -0.7557 0.8658
H -1.9531 -1.2862 1.6218
O -2.7710 -0.1833 -1.4517
H -2.0809 -0.7958 -1.7371
H -3.5842 -0.6983 -1.4380


[12]
16
Properties=species:S:1:pos:R:3 method="wB97M-V/def2-TZVPD" multiplicity=2 total_charge=+1 gap_ev="12.0134 / 3.6907" total_energy_ha=-159.12342 e_above_lowest_kj_mol=121.9
C 0.9194 1.1747 0.4844
C 2.2594 1.8738 1.0771
H 0.1762 1.2916 1.2536
H 0.6399 1.7970 -0.4508
H 1.3397 0.2393 0.1094
H 2.1071 2.9608 1.3450
H 2.4703 1.3110 1.9296
H 3.0338 1.8459 0.3563
C -1.5378 -1.1801 -0.0478
C -1.6992 -1.9003 -1.4650
H -1.0156 -0.0957 -0.2149
H -2.6014 -1.1646 0.3193
H -0.9083 -1.8573 0.5133
H -2.0919 -2.9406 -1.6261
H -0.5731 -2.0390 -1.7482
H -2.2279 -1.1577 -2.0784


[13]
29
Properties=species:S:1:pos:R:3 method="wB97M-V/def2-TZVPD" total_charge=0 smiles=Cc1ccccc1.CC(C)C gap_ev=9.9914 total_energy_ha=-429.91960 e_above_lowest_kj_mol=55.2
C 2.7285 -1.3866 1.7100
C 1.3250 -0.9353 2.0449
C 0.2421 -1.7842 1.8750
C -1.0602 -1.3343 2.1093
C -1.3157 -0.0327 2.4818
C -0.2231 0.8467 2.4711
C 1.0750 0.4244 2.2978
H 3.4310 -1.2210 2.5301
H 3.1093 -0.8155 0.8620
H 2.7143 -2.4418 1.4881
H 0.3680 -2.8359 1.6781
H -1.8384 -2.0476 1.9916
H -2.2796 0.3776 2.6823
H -0.5014 1.8956 2.5127
H 1.9234 1.0849 2.4102
C -1.6322 1.8379 -3.7825
C -0.9956 0.6580 -3.0406
C 0.0215 -0.0413 -3.9621
C -0.3077 1.1511 -1.7568
H -1.7811 2.7174 -3.1590
H -2.5456 1.5916 -4.3401
H -1.0089 2.1427 -4.6360
H -1.7417 -0.0503 -2.6823
H 0.6058 0.7239 -4.4540
H 0.5893 -0.8204 -3.4470
H -0.5205 -0.6388 -4.6972
H 0.4700 1.9077 -1.8764
H -1.0857 1.5533 -1.1118
H 0.1614 0.2999 -1.2524


[14]
13
Properties=species:S:1:pos:R:3 method="wB97M-V/def2-TZVPD" total_charge=0 gap_ev=8.8191 total_energy_ha=-340.68612 e_above_lowest_kj_mol=285.6
N 1.6775 0.5779 0.0942
C 0.2626 0.3980 0.0298
C -0.1975 -0.6413 -0.9730
C -1.0174 -1.4949 -0.3559
C -1.0730 -1.2594 1.1372
O -0.3729 1.6468 -0.1833
N -0.2739 -0.2144 1.2644
H 1.9981 0.9580 -0.7919
H 1.8825 1.2808 0.8003
H 0.1021 -0.6262 -2.0168
H -1.5780 -2.2955 -0.8219
H -1.3078 1.4492 -0.3458
H -0.1022 0.2210 2.1627


[15]
12
Properties=species:S:1:pos:R:3 method="wB97M-V/def2-TZVPD" total_charge=0 gap_ev="7.3257 / 8.2827" total_energy_ha=-1085.04179 e_above_lowest_kj_mol=360.5
C 0.1131 0.9864 -1.5965
C -0.1826 1.0250 0.7253
C 0.6280 -0.3486 0.7046
N 0.0187 1.6099 -0.5408
N -1.2090 -2.1816 0.1278
S 0.1561 -1.6421 -0.5207
Cl 2.2857 0.0450 0.2156
H 0.4181 1.4135 -2.5910
H -1.2081 0.8706 0.8352
H -0.0138 1.7936 1.5905
H 0.5655 -0.7825 1.6656
H -1.5717 -2.7893 -0.6156


[16]
26
Properties=species:S:1:pos:R:3 method="wB97M-V/def2-TZVPD" total_charge=0 smiles="C/C=C/[P@](=O)(Cl)N(CC)CC" gap_ev=9.9230 total_energy_ha=-1207.26490 e_above_lowest_kj_mol=154.4
C 1.4484 -2.9906 1.3500
C 1.5125 -1.5485 1.1238
C 0.5446 -0.7073 1.4043
P 0.6052 1.0927 1.1423
O 1.9358 1.7370 0.9696
Cl -0.3009 2.0262 2.7854
N -0.3940 1.2259 -0.1829
C 0.0384 2.0073 -1.3206
C 0.8186 1.1496 -2.2559
C -1.8219 0.8460 -0.1240
C -2.1347 -0.6172 -0.4906
H 0.7446 -3.4210 0.5843
H 0.9501 -3.1437 2.3667
H 2.4646 -3.4306 1.5620
H 2.4690 -0.9562 0.9007
H -0.4217 -1.0477 1.9547
H 0.6367 2.7990 -0.9895
H -0.7775 2.4222 -1.7916
H 0.7896 1.6795 -3.2343
H 1.8154 1.1432 -1.8021
H 0.3208 0.1678 -2.2580
H -2.5613 1.5039 -0.6986
H -1.9993 1.0611 0.9070
H -3.1143 -0.9345 -0.1427
H -2.1478 -0.6429 -1.6127
H -1.4211 -1.4209 -0.1473